Entry 1:
DFT (wB97M-V/def2-TZVPD) results for a structure of composition C12H33ClGdIN2P2S.

## Properties
* charge: +2
* energy above the lowest of the compared OMol25 structures with the same formula, charge and spin: 0.000 eV
* frontier orbital gap (spin up / spin down): 0.2948 / 0.1971 hartree
* maximum force: 1.64 eV/Å
* ⟨S²⟩: 16.0528
* M: 619.0 g mol⁻¹
* 2S+1: 8

XYZ file:
```
53
C12H33ClGdIN2P2S, DFT wB97M-V/def2-TZVPD
C -1.576 0.000 -6.853
I -1.690 0.171 -4.622
H -0.510 0.078 -7.078
H -2.142 0.802 -7.340
H -1.973 -0.974 -7.154
Gd 0.381 -0.052 -2.212
P 0.120 2.671 -1.723
C -1.413 3.645 -1.622
C 1.186 3.410 -0.438
H 1.268 4.492 -0.630
H 0.955 4.376 -3.193
H 2.179 2.937 -0.479
H 1.876 2.824 -3.415
H -1.899 3.436 -0.659
H 0.740 3.220 0.549
C 0.881 3.282 -3.285
H -1.169 4.716 -1.708
H 0.238 3.000 -4.135
H -2.078 3.334 -2.440
P 0.143 -2.674 -1.312
C -1.383 -3.633 -1.069
C 0.899 -3.500 -2.767
H 2.201 -2.764 -0.037
H 1.350 -4.350 -0.040
H 0.772 -3.004 1.011
C 1.222 -3.259 0.042
H 1.882 -3.058 -2.979
H 0.995 -4.568 -2.541
H -1.159 -4.707 -0.994
H -2.049 -3.449 -1.921
H 0.251 -3.354 -3.641
H -1.875 -3.287 -0.151
Cl 2.803 -0.081 -2.798
C 2.196 -0.432 4.824
C 1.384 0.495 3.941
N 1.042 -0.097 2.621
C -0.172 0.065 2.026
S -0.306 0.297 0.321
N -1.280 0.070 2.785
C -1.460 -0.525 4.135
C -2.261 0.390 5.036
H 1.695 -1.389 4.987
H 2.346 0.057 5.785
H 3.186 -0.602 4.401
H 0.463 0.808 4.451
H 1.933 1.425 3.748
H 1.797 -0.048 1.937
H -2.136 0.230 2.242
H -1.957 -1.494 4.012
H -0.480 -0.758 4.563
H -3.260 0.563 4.623
H -2.402 -0.086 6.008
H -1.754 1.350 5.187
```



Entry 2:
DFT (wB97M-V/def2-TZVPD) results for a structure of composition C22H35ClO2P2Pt.

## Properties
* charge: +2
* energy above the lowest of the compared OMol25 structures with the same formula, charge and spin: 5.060 eV
* frontier orbital gap (spin up / spin down): 0.1875 / 0.1058 hartree
* maximum force: 5.59 eV/Å
* ⟨S²⟩: 6.0419
* M: 624.0 g mol⁻¹
* 2S+1: 5

XYZ file:
```
63
C22H35ClO2P2Pt, DFT wB97M-V/def2-TZVPD
P 0.618 -2.005 -3.172
P -0.224 2.325 -1.255
C 0.377 0.791 -3.460
C 0.560 2.199 -2.981
H -0.594 0.503 -3.859
H 1.239 0.307 -3.931
H 1.646 2.313 -3.052
H 0.073 2.784 -3.759
C -1.967 2.670 -1.617
H -2.338 3.481 -0.972
H -2.543 1.757 -1.386
H -2.191 2.958 -2.658
C 0.977 3.402 -0.497
H 1.082 4.361 -1.017
H 1.939 2.863 -0.498
H 0.650 3.545 0.538
C -0.804 -3.056 -2.866
H -0.934 -3.232 -1.799
H -0.552 -3.943 -3.433
H -1.699 -2.561 -3.227
C 2.402 -2.010 -3.013
H 2.854 -1.050 -3.297
H 2.708 -2.802 -3.720
H 2.754 -2.288 -2.024
Pt -0.015 -0.287 -1.888
C 0.434 1.293 -5.915
C -0.886 1.454 -5.673
C -1.968 0.682 -6.356
C -1.662 -0.825 -6.536
C -1.074 -1.418 -5.309
C 0.272 -1.687 -4.996
C 1.367 -1.043 -5.996
C 1.024 0.245 -6.792
C 0.351 -1.745 -0.507
H 1.165 2.010 -5.540
H -1.248 2.280 -5.049
H -2.188 1.148 -7.327
H -2.908 0.740 -5.791
H -2.546 -1.364 -6.895
H -0.940 -0.968 -7.343
H -1.877 -1.764 -4.683
H 0.556 -2.801 -5.005
H 1.731 -1.818 -6.696
H 2.255 -0.817 -5.403
H 1.918 0.626 -7.271
H 0.380 0.047 -7.661
H 1.126 -1.375 0.164
H 0.700 -2.630 -1.065
H -0.612 -1.889 -0.015
Cl 0.074 1.839 6.980
C -0.263 1.630 5.341
C -1.345 0.836 4.951
C -1.526 0.494 3.596
C -0.652 0.980 2.604
C 0.516 1.706 3.008
C 0.663 2.066 4.364
C -1.018 0.611 1.162
O -1.961 -0.130 0.897
O -0.141 1.046 0.215
H -2.056 0.515 5.709
H -2.365 -0.131 3.328
H 1.244 1.977 2.269
H 1.473 2.696 4.714
```